1.
19
Properties=species:S:1:pos:R:3:lowdin_charge:R:1 method="wB97M-V/def2-TZVPD" mol_weight_g_mol=122.21 total_charge=+1 orbital_gap_ev=9.5702 smiles=[NH3+][C@H](CO)CCS lumo_ev=-3.2908
S -0.29149 1.45887 2.46481 0.73
O -0.08033 0.11406 -2.77768 -0.06
N -1.60940 0.07722 -0.51752 0.24
C 0.42021 -0.60013 0.85504 -0.22
C 1.01763 0.40022 1.81183 -0.54
C 0.44687 -0.63039 -1.66743 -0.19
C -0.11322 0.09866 -0.46567 -0.28
H 0.09451 -1.65577 -1.79666 0.14
H -2.06413 -0.74090 -0.12314 0.17
H 1.42549 -0.17178 2.64207 0.09
H 1.74542 0.99462 1.31753 0.07
H 1.52884 -0.55748 -1.58584 0.14
H 0.14915 1.64321 3.71377 -0.12
H -1.96951 0.91676 -0.07815 0.16
H -0.43462 -1.18683 1.19322 0.11
H -2.00284 0.12376 -1.46892 0.17
H 0.37231 -0.13392 -3.58876 0.11
H 0.19431 1.13657 -0.40105 0.15
H 1.17081 -1.28675 0.47256 0.12

***

2.
19
Properties=species:S:1:pos:R:3:lowdin_charge:R:1 method="wB97M-V/def2-TZVPD" mol_weight_g_mol=122.21 total_charge=+1 orbital_gap_ev=9.2788 smiles=[NH3+][C@H](CO)CCS lumo_ev=-3.3193
S -1.16838 0.82636 2.35653 0.75
O 1.15956 -2.33449 -0.59597 -0.08
N 1.53745 0.12614 -1.18432 0.21
C -0.62928 1.05250 -0.18392 -0.29
C 0.58786 0.12094 0.08925 -0.24
C 0.23328 -1.50154 0.07026 -0.18
C -1.82194 0.82860 0.75162 -0.61
H -0.38948 1.98413 2.45903 -0.07
H -1.03798 0.92219 -1.20965 0.12
H -2.61820 1.71836 0.64893 0.13
H 0.97872 -3.23545 -0.93427 0.14
H -2.26674 -0.24214 0.57533 0.12
H 1.85708 -0.78139 -1.51975 0.14
H 0.03407 -1.68359 1.16861 0.12
H 1.27645 0.40986 0.96753 0.16
H 2.17465 0.84221 -0.85373 0.17
H 0.97669 0.41579 -1.93057 0.12
H -0.75424 -1.53146 -0.50887 0.14
H -0.12957 2.06296 -0.16605 0.13

***

Stability, highest: 1

***

1.
25
Properties=species:S:1:pos:R:3:lowdin_charge:R:1 method="wB97M-V/def2-TZVPD" mol_weight_g_mol=123.20 orbital_gap_ev=7.6066 lumo_ev=-1.2411
O 1.50629 -2.42991 -0.00068 -0.25
O -0.30417 -1.91600 -1.51814 -0.30
N -0.50246 0.94534 0.56341 -0.22
C 1.88975 0.55731 1.07230 -0.04
C -0.95688 1.13183 1.94226 -0.05
C -1.55890 0.72554 -0.41839 -0.24
C -1.12594 0.93710 -1.87602 -0.09
C 0.59867 0.02932 0.48580 -0.22
H 0.57867 -0.31493 -0.65676 0.06
H 2.07613 0.09330 2.03831 0.09
H -1.98210 -0.28016 -0.33926 0.11
H 2.21731 -2.88693 -0.45596 0.00
H 1.15732 -0.56622 -1.13189 0.33
H 0.34209 -0.92562 0.94311 0.13
H -0.10261 1.31487 -1.95109 0.07
H -1.12963 2.19491 2.12162 0.09
H 1.86543 1.64356 1.10728 0.09
H 2.69997 0.27544 0.40179 0.08
H 0.63468 -2.16093 -0.74391 -0.07
H -1.83971 0.53828 2.15658 0.09
H -0.15843 0.80685 2.60513 0.08
H -1.09869 -0.04761 -2.32852 0.04
H -0.74082 -2.76625 -1.40105 0.00
H -1.70367 1.67609 -2.42537 0.07
H -2.36229 1.42483 -0.19057 0.11

***

2.
25
Properties=species:S:1:pos:R:3:lowdin_charge:R:1 method="wB97M-V/def2-TZVPD" mol_weight_g_mol=123.20 orbital_gap_ev=9.3019 smiles=CCCNCC.O.O lumo_ev=0.5408
O 2.65672 -1.12676 1.98604 -0.07
O -0.77044 -2.37277 0.85531 -0.05
N 0.43409 0.61062 0.17115 -0.08
C -0.85662 -0.21451 -2.71898 -0.11
C -0.17256 1.43325 1.19060 -0.30
C 0.53707 1.20955 -1.15588 -0.24
C 0.56296 0.13275 -2.23816 -0.24
C -0.98654 0.58070 2.15001 -0.11
H 2.13155 -1.02969 2.78510 0.02
H -1.40539 -0.76746 -1.95582 0.06
H -0.73963 2.31790 0.87196 0.11
H -0.45981 -0.30658 2.49353 0.05
H -1.42162 1.10650 2.99807 0.07
H 1.43036 1.83230 -1.19444 0.11
H -1.91517 0.19132 1.70657 0.07
H -0.93400 -0.74166 -3.66895 0.07
H -0.45997 -2.98797 1.51522 0.04
H -0.04540 -0.28042 0.12087 0.06
H 0.60117 1.91006 1.81183 0.11
H 2.17466 -0.60978 1.32144 0.01
H -0.77454 -2.92911 0.05547 0.06
H 1.26246 0.31478 -3.05189 0.10
H -1.43548 0.69952 -2.89528 0.07
H 0.93249 -0.80963 -1.80937 0.10
H -0.34637 1.83707 -1.34443 0.10

***

Stability, highest: 2

***

1.
25
Properties=species:S:1:pos:R:3:lowdin_charge:R:1 method="wB97M-V/def2-TZVPD" mol_weight_g_mol=123.20 orbital_gap_ev=10.0408 smiles=CC(C)CCN.O.O lumo_ev=0.6994
O -0.94928 3.29855 0.66682 -0.14
O -0.97915 1.96954 -1.49969 -0.07
N 1.73138 1.52296 0.40567 0.02
C -0.04892 -1.07290 -0.44511 -0.39
C 0.88624 -2.32347 -0.14506 -0.08
C -1.36364 -1.66681 -0.98084 -0.08
C -0.04811 -0.35420 0.93270 -0.19
C 1.27617 0.43496 1.36071 -0.21
H 0.50928 -2.96062 0.72270 0.11
H 0.40533 -0.35786 -1.14710 0.12
H 0.99583 0.82778 2.37819 0.11
H -1.99506 -0.98066 -1.48866 0.04
H -1.29778 3.36285 -0.27892 0.05
H 1.12195 -2.92591 -1.04748 0.08
H 1.01711 2.11218 0.09856 -0.01
H -0.21898 -1.04556 1.73589 0.10
H -0.73533 0.44326 0.82145 0.06
H -1.51963 1.18858 -1.32971 0.03
H 1.79390 -1.97956 0.08981 0.00
H -2.07563 -2.16778 -0.31750 0.08
H -1.09315 -2.43298 -1.73673 0.08
H 2.21762 1.15637 -0.38055 0.05
H -1.56558 2.57814 1.06395 0.08
H 2.12789 -0.26044 1.51300 0.10
H -0.19245 1.63356 -0.99211 0.02

***

2.
25
Properties=species:S:1:pos:R:3:lowdin_charge:R:1 method="wB97M-V/def2-TZVPD" mol_weight_g_mol=123.20 orbital_gap_ev=9.4693 smiles=CCCNCC.O.O lumo_ev=0.6102
O -0.68246 -2.85268 1.06857 -0.07
O 2.46318 -0.42975 2.22385 -0.07
N 0.43341 0.47029 0.14112 -0.09
C 0.70201 0.10346 -2.29485 -0.23
C -0.15399 1.37285 1.13010 -0.28
C 0.81872 1.08093 -1.13011 -0.25
C -0.76003 -0.35080 -2.53911 -0.10
C -1.35086 0.70527 1.84316 -0.08
H -1.18344 -0.37099 1.94659 0.05
H 2.43775 -1.31732 1.85869 0.02
H -1.44402 0.14261 -1.86349 0.06
H -1.49131 1.11668 2.83461 0.07
H 0.60943 1.65491 1.85904 0.10
H -2.21099 0.83398 1.17911 0.07
H 1.96448 0.11199 1.59479 -0.01
H -1.09381 -0.04585 -3.53264 0.07
H -1.56436 -2.52650 1.27456 0.03
H -0.54482 2.27838 0.68191 0.10
H 1.10290 0.61500 -3.16274 0.10
H -0.14859 -0.34285 -0.00167 0.08
H -0.47194 -3.45015 1.81297 0.05
H -0.85218 -1.43746 -2.48266 0.07
H 1.85664 1.42221 -1.03271 0.11
H 0.24576 1.98220 -1.33540 0.10
H 1.31852 -0.76639 -2.07368 0.10

***

3.
25
Properties=species:S:1:pos:R:3:lowdin_charge:R:1 method="wB97M-V/def2-TZVPD" mol_weight_g_mol=123.20 orbital_gap_ev=9.4126 smiles=CCCCNC.O.O lumo_ev=0.5814
O -2.59478 3.34751 2.16640 -0.04
O -4.15024 1.10549 1.86650 -0.03
N 1.48394 -1.98332 -0.08109 -0.14
C 2.03716 -0.60259 -0.19642 -0.27
C 2.00223 -2.68532 1.14510 -0.14
C 1.53701 0.18782 -1.41575 -0.21
C 0.05268 0.66107 -1.19104 -0.28
C -0.95347 -0.11385 -2.04123 -0.13
H 2.39740 -3.73784 1.03185 0.08
H -0.72981 0.10951 -3.04144 0.04
H 1.60464 -0.21393 0.75258 0.11
H -0.70415 -1.20243 -2.00304 0.07
H 3.18844 -0.55566 -0.15029 0.12
H 1.49153 -0.21791 -2.38084 0.07
H 1.09702 -2.76057 1.71474 0.05
H -0.23119 0.47933 -0.15407 0.08
H 2.84092 -2.19774 1.71856 0.08
H -3.77910 0.37442 1.41163 0.01
H -2.03779 4.00728 1.74956 0.05
H 1.69124 -2.57823 -0.91823 0.11
H 2.27408 1.13589 -1.59146 0.15
H -3.58202 1.81961 1.68123 -0.05
H 0.01043 1.82744 -1.32353 0.13
H -2.03767 -0.02435 -1.68848 0.09
H -2.90852 3.81839 2.93878 0.05

***

Stability, highest: 2